Record 1
DFT (ωB97M-V/def2-TZVPD) results for a cluster of 3 separate species, C37H64BrClN4O6S3 in total in a non-equilibrium geometry.

Output
- Structure (SMILES): CCC[C@@H](C)N(Cl)[C@](CN)([C@H](Br)CC)[C@@H](Cc1ccc(C)cc1)OCCCCCCCCSc1nnco1.O=S1(=O)CCCC1.O=S1(=O)CCCC1
- Maximum force: 1.53 eV Å⁻¹
- Frontier orbital gap: 8.4202 eV
- E_tot: -172720.2759 eV
- Lowest unoccupied orbital energy: 0.377 eV

Geometry as ORCA input:
```
! RIJCOSX wB97M-V def2-TZVPD def2/J DEFGRID3
* xyz 0 1
C 8.91382 2.49484 1.18854
C 7.41077 2.79086 1.31229
C 6.65829 1.60399 1.92816
C 6.13025 0.58704 0.88369
C 6.84053 -0.73832 1.11089
N 4.66072 0.57767 0.92164
Cl 4.16520 2.17159 0.43429
C 3.94614 -0.50115 0.22516
C 3.94222 -1.74241 1.24132
N 4.10995 -1.34469 2.64836
C 4.58161 -0.86521 -1.13230
Br 3.92150 0.27553 -2.61189
C 4.48472 -2.32286 -1.60951
C 5.45736 -2.55388 -2.78247
C 2.43556 -0.16553 0.11333
C 1.59868 -1.25470 -0.58707
C 0.17158 -1.28714 -0.09597
C -0.86898 -0.58489 -0.70149
C -2.16759 -0.70071 -0.21108
C -2.48288 -1.51583 0.86810
C -3.88618 -1.68743 1.37890
C -1.43688 -2.21032 1.49513
C -0.13817 -2.08765 1.00403
O 1.89400 0.06592 1.40226
C 1.06291 1.20933 1.48759
C 0.08761 1.04535 2.65216
C -1.10563 1.97554 2.42787
C -2.38959 1.42193 3.06147
C -3.55288 2.39146 2.83339
C -4.88538 1.65660 2.53785
C -5.35431 2.00070 1.14423
C -6.58999 1.25368 0.65410
S -6.21367 -0.16484 -0.40042
C -6.14132 0.60648 -1.94403
N -6.73489 1.66249 -2.38594
N -6.28794 1.83568 -3.68255
C -5.48251 0.86576 -3.92388
O -5.33638 0.03904 -2.86749
H 9.13572 1.92008 0.29155
H 9.28169 1.91953 2.03522
H 9.50159 3.40779 1.14479
H 7.31276 3.66884 1.94225
H 7.06261 2.97173 0.30145
H 7.38767 1.08324 2.54307
H 5.86886 1.91446 2.60301
H 6.47131 0.98592 -0.07942
H 6.48260 -1.56880 0.51328
H 7.89107 -0.59356 0.88101
H 6.79256 -1.05722 2.14812
H 4.78028 -2.39073 1.04046
H 3.00248 -2.26836 1.17222
H 3.23068 -1.39083 3.13634
H 4.78310 -1.94394 3.09899
H 5.63708 -0.64682 -1.14720
H 4.81203 -3.00406 -0.83436
H 3.50391 -2.54770 -2.00561
H 5.58599 -3.62815 -2.90490
H 5.05412 -2.18191 -3.71399
H 6.44147 -2.13860 -2.58146
H 2.26462 0.72394 -0.48427
H 1.99037 -2.25575 -0.45610
H 1.56982 -1.08068 -1.65800
H -0.66724 0.04818 -1.55142
H -2.96939 -0.16439 -0.70425
H -4.53548 -2.04068 0.57669
H -4.32934 -0.76704 1.74912
H -3.91105 -2.46072 2.13728
H -1.63664 -2.85047 2.34108
H 0.64321 -2.64653 1.49733
H 1.63241 2.11925 1.65049
H 0.45375 1.27904 0.58876
H 0.60252 1.40955 3.53879
H -0.20487 0.00792 2.77892
H -0.91242 2.95644 2.85436
H -1.30325 2.09649 1.36505
H -2.57532 0.45428 2.59735
H -2.19901 1.27181 4.12238
H -3.35288 3.02831 1.97474
H -3.70123 2.94931 3.75343
H -4.72666 0.58661 2.67874
H -5.65598 1.94004 3.25245
H -4.55896 1.87005 0.41339
H -5.60404 3.06191 1.14662
H -7.23899 1.91286 0.08676
H -7.19349 0.87196 1.47108
H -4.96923 0.72211 -4.85094
O -0.03345 -5.39267 -0.09894
S -0.70853 -5.16686 -1.35234
O -0.10338 -4.37818 -2.39493
C -1.20752 -6.75262 -2.01850
C -2.59190 -6.98970 -1.42300
C -3.32663 -5.64473 -1.52023
C -2.36595 -4.55855 -1.01741
H -0.47510 -7.50653 -1.74060
H -1.25282 -6.65340 -3.10253
H -3.12180 -7.78083 -1.95139
H -2.50035 -7.28631 -0.37602
H -3.59243 -5.45011 -2.56120
H -4.24954 -5.64649 -0.94218
H -2.49979 -3.61066 -1.53309
H -2.44864 -4.40741 0.05633
O -1.56613 3.15863 -1.41149
S -2.54690 4.11429 -0.96328
O -2.83952 4.26680 0.44311
C -2.16746 5.71016 -1.67755
C -2.91357 5.71211 -3.00859
C -4.29534 5.10888 -2.71855
C -4.07586 3.84686 -1.87605
H -1.08938 5.81098 -1.77757
H -2.55500 6.47228 -1.00215
H -2.98881 6.71735 -3.41970
H -2.38259 5.09060 -3.73264
H -4.89586 5.82686 -2.15698
H -4.83644 4.87594 -3.63388
H -4.88267 3.67634 -1.16834
H -3.93666 2.96380 -2.49764
*
```

Record 2
DFT (ωB97M-V/def2-TZVPD) results for a cluster of 5 separate species, C37H65FN2O18P4S2 in total in a non-equilibrium geometry.

Output
- Structure (SMILES): C#Cc1c(CCO)cc2c(c1N=C(C)C)Nc1c(CCCCCOC)c(S)cc(F)c1S2.COP(=O)(OC)OC.COP(=O)(OC)OC.COP(=O)(OC)OC.COP(=O)(OC)OC
- Maximum force: 9.85 eV Å⁻¹
- Frontier orbital gap: 5.1235 eV
- E_tot: -140784.5118 eV
- Lowest unoccupied orbital energy: -2.597 eV

Geometry as ORCA input:
```
! RIJCOSX wB97M-V def2-TZVPD def2/J DEFGRID3
* xyz 0 1
C 2.14984 1.61089 3.41960
C 1.60741 0.52252 3.26084
C 0.78118 -0.66166 2.69191
C -0.44721 -1.04182 3.45168
C -0.92981 -0.36561 4.78935
C 0.16955 -0.35930 5.94788
O 0.18508 0.89277 6.69591
C -1.27380 -2.17415 2.85217
C -0.81868 -2.85657 1.61182
C 0.44646 -2.50901 0.85013
C 1.24934 -1.35785 1.42045
N 2.47951 -0.86166 0.82977
C 3.45058 -1.72822 0.86478
C 4.54499 -1.60484 -0.29405
C 3.68371 -2.84447 1.94833
N 0.91337 -3.19370 -0.33831
C -0.12586 -3.44052 -1.31124
C 0.10916 -3.22991 -2.79946
C 1.49842 -2.70997 -3.37949
C 1.37698 -1.34164 -4.19105
C 2.43832 -0.22727 -3.78126
C 1.69745 1.15482 -3.37183
C 2.26020 1.69002 -1.97216
O 1.38120 2.74035 -1.51927
C 0.21466 2.19667 -0.85430
C -1.01045 -3.54224 -3.76899
S -0.82033 -3.37821 -5.60595
C -2.38139 -4.01821 -3.32157
C -2.60599 -4.22272 -1.86327
F -3.84064 -4.66083 -1.35687
C -1.47927 -3.95062 -0.92653
S -1.80260 -4.23729 0.87233
H 2.54829 2.63910 3.59633
H -1.36623 0.66559 4.61774
H -1.78935 -1.00683 5.18165
H -0.06775 -1.15412 6.73209
H 1.21367 -0.59507 5.57958
H 0.06661 1.59312 6.02542
H -2.21725 -2.44066 3.41387
H 4.28123 -0.70844 -0.94700
H 5.54271 -1.37149 0.20371
H 4.56548 -2.53647 -0.92979
H 3.76363 -3.83590 1.41426
H 2.96511 -2.82723 2.81435
H 4.71922 -2.64574 2.39250
H 1.73456 -2.73521 -0.74177
H 2.30436 -2.61798 -2.59374
H 1.84556 -3.54168 -4.08191
H 0.29655 -0.99812 -4.12934
H 1.54072 -1.60326 -5.28931
H 3.01141 0.03076 -4.73554
H 3.19764 -0.55045 -3.01086
H 1.81526 1.95152 -4.17441
H 0.59419 0.93575 -3.25908
H 3.31138 2.09327 -2.16701
H 2.35342 0.83416 -1.23490
H 0.38697 1.14060 -0.48084
H -0.04923 2.85350 0.02442
H -0.66755 2.12926 -1.58060
H -1.36322 -2.13720 -5.92609
H -3.22269 -4.22690 -4.03773
C -3.62881 -9.68207 -6.26960
O -2.36242 -9.93366 -5.65513
P -2.19946 -9.29870 -4.07265
O -0.69890 -9.47470 -4.07067
O -2.94580 -10.60196 -3.42656
C -2.45830 -11.89943 -3.73263
O -2.22142 -8.55285 -2.53626
C -2.49085 -7.14779 -2.57056
H -3.63985 -10.15713 -7.25055
H -4.43971 -10.09676 -5.66351
H -3.77499 -8.60673 -6.39429
H -1.41355 -11.88682 -4.04803
H -3.07015 -12.33440 -4.52530
H -2.54993 -12.52291 -2.84227
H -3.48426 -6.97011 -2.98901
H -1.73789 -6.63283 -3.17273
H -2.46313 -6.76193 -1.55291
C -0.78993 7.61635 2.40174
O -0.58467 6.26842 1.96986
P -1.72428 5.14072 2.58082
O -0.83238 3.99030 2.16054
O -2.77821 5.51505 1.38524
C -2.32703 5.50277 0.03685
O -2.88471 4.05134 3.21854
C -2.94630 4.02971 4.64562
H -0.03992 8.25070 1.92944
H -1.78552 7.96560 2.11250
H -0.67751 7.68098 3.48639
H -1.44429 4.87574 -0.10019
H -2.09691 6.52341 -0.27285
H -3.13159 5.12264 -0.59387
H -3.24182 5.01152 5.02195
H -1.97395 3.75082 5.06330
H -3.69226 3.29650 4.95176
C 10.83498 0.85627 3.11756
O 10.09029 0.21512 2.07810
P 8.64732 1.02192 1.63285
O 8.11692 -0.17569 0.87931
O 9.47472 2.02277 0.64094
C 10.32939 1.46638 -0.34723
O 7.24235 1.95300 1.34818
C 6.41398 2.13595 2.49955
H 11.74577 0.28486 3.29581
H 11.10486 1.87520 2.82504
H 10.24571 0.88079 4.03682
H 10.05657 0.44102 -0.60271
H 11.35843 1.48689 0.01634
H 10.26676 2.08177 -1.24557
H 6.96263 2.67998 3.27158
H 6.08741 1.16764 2.89017
H 5.54024 2.71950 2.21098
C -9.67346 5.43706 0.58389
O -8.39483 5.44559 -0.05648
P -7.56353 6.94021 0.03050
O -6.57717 6.54498 -1.04378
O -6.98863 6.58485 1.51725
C -6.29113 5.36241 1.71472
O -6.92231 8.51798 0.18577
C -7.75626 9.54502 -0.35420
H -10.09634 4.43585 0.50247
H -9.57558 5.69776 1.64182
H -10.34187 6.14595 0.09010
H -5.87303 4.96531 0.78855
H -6.97459 4.62845 2.14642
H -5.47770 5.53482 2.42005
H -8.70899 9.57170 0.17937
H -7.93340 9.36915 -1.41931
H -7.25492 10.50411 -0.22721
*
```

Q: Which value of E_tot does entry 2 give?
A: -140784.5118 eV